[1]
This record from OMol25 describes a structure of composition C5H8N2O at a distorted geometry. The level of theory is the ωB97M-V functional and the def2-TZVPD basis.

The HOMO energy is -8.046 eV. The value obtained for the LUMO energy is 0.78 eV. The molecular weight comes out at 112.13 g mol⁻¹. The maximum force is 0.0908 hartree/bohr.

Each line ends with the Löwdin charge.
Cartesian coordinates (Å):
H  1.188  -3.443  0.228  0.153
H  -0.626  -2.265  1.926  0.104
O  -0.409  -0.504  0.708  0.035
C  0.734  -2.394  0.203  -0.115
C  0.111  -0.261  -0.462  -0.401
N  0.765  -1.489  -0.815  0.086
N  -0.104  0.895  -1.057  0.028
H  -0.183  2.666  1.803  0.121
H  1.549  -1.453  -1.507  0.171
H  -1.685  1.408  0.135  0.066
C  -0.903  1.862  -0.388  -0.385
H  -0.397  4.265  0.408  0.123
C  -0.047  2.937  0.447  -0.163
H  -1.405  2.501  -1.174  0.103
C  -0.053  -1.842  1.139  -0.038
H  1.155  2.692  -0.016  0.114

***

[2]
This record from OMol25 describes an isolated molecule of C5H8N2O at a distorted geometry. The level of theory is the ωB97M-V functional and the def2-TZVPD basis.

The HOMO energy is -7.679 eV. The value obtained for the LUMO energy is 0.70 eV. The molecular weight comes out at 112.13 g mol⁻¹. Its SMILES is C=C1CCO/C1=N\N. The maximum force is 0.0861 hartree/bohr.

Each line ends with the Löwdin charge.
Cartesian coordinates (Å):
H  -0.878  2.417  -1.539  0.148
N  -0.675  -0.405  2.709  -0.016
H  1.856  -1.669  -2.030  0.059
C  0.177  0.439  -1.909  -0.156
C  -0.183  -0.143  0.369  -0.382
H  0.716  2.099  -0.777  0.117
C  0.586  -0.515  -0.838  -0.244
H  -0.682  -0.001  -2.371  0.114
H  -1.607  -0.670  2.959  0.071
C  -0.215  1.616  -1.050  -0.113
H  0.853  0.757  -2.753  0.145
H  -0.341  0.513  2.924  0.069
O  -0.897  0.931  0.111  0.011
H  1.695  -2.152  -0.113  0.089
N  -0.153  -0.763  1.504  -0.009
C  1.528  -1.491  -1.018  0.095

***

[3]
This record from OMol25 describes an isolated molecule of C5H8N2O at a distorted geometry. The level of theory is the ωB97M-V functional and the def2-TZVPD basis.

The HOMO energy is -10.088 eV. The value obtained for the LUMO energy is 0.41 eV. The molecular weight comes out at 112.13 g mol⁻¹. Its SMILES is C[C@H]1N[C@@]1(C#N)CO. The maximum force is 0.0912 hartree/bohr.

Each line ends with the Löwdin charge.
Cartesian coordinates (Å):
H  -2.206  0.472  -0.431  0.134
H  2.239  -0.325  -1.017  0.084
H  -0.224  0.797  1.540  0.081
O  -0.698  1.823  -0.173  -0.098
H  -0.955  0.284  -1.755  0.172
H  1.255  1.266  -0.618  0.103
C  0.834  -0.622  0.639  -0.352
H  1.459  -1.572  1.025  0.194
C  -1.220  -1.895  0.074  -0.139
C  -0.552  -0.618  0.210  -0.433
H  2.637  0.532  0.332  0.101
C  -1.112  0.465  -0.597  -0.173
C  1.666  0.244  -0.252  -0.080
N  -0.118  -0.200  1.613  0.151
H  -1.348  2.317  -0.683  0.092
N  -1.658  -2.967  0.094  0.164

***

[4]
This record from OMol25 describes an isolated molecule of C5H8N2O at a distorted geometry. The level of theory is the ωB97M-V functional and the def2-TZVPD basis.

The HOMO energy is -8.064 eV. The value obtained for the LUMO energy is 0.86 eV. The molecular weight comes out at 112.13 g mol⁻¹. Its SMILES is CN/N=C1/C=CCO1. The maximum force is 0.1104 hartree/bohr.

Each line ends with the Löwdin charge.
Cartesian coordinates (Å):
H  -1.626  2.403  0.271  0.126
H  -1.719  -1.350  -1.389  0.144
O  -0.147  -0.407  -0.372  -0.110
H  3.154  -0.882  0.190  0.080
C  -1.388  -0.992  -0.355  -0.140
H  1.762  -0.398  1.558  0.106
H  1.676  -1.522  0.124  0.072
H  -3.449  -0.111  0.247  0.117
C  -2.405  0.235  0.007  -0.029
N  0.866  1.583  -0.207  0.065
H  2.684  0.972  -0.512  0.048
N  1.794  0.586  -0.611  -0.129
C  2.118  -0.506  0.457  -0.110
C  -0.279  0.869  -0.189  -0.400
C  -1.669  1.299  0.272  0.003
H  -1.371  -1.778  0.510  0.158

***

Energy above the lowest of the compared OMol25 structures with the same formula, charge and spin (kcal per mole)
106.3, 80.0, 75.8, 117.8
Gap between HOMO and LUMO (eV)
8.822, 8.376, 10.497, 8.923